Entry 1:
20
Properties=species:S:1:pos:R:3:forces:R:3:nbo_charge:R:1 method="wB97M-V/def2-TZVPD" e_tot_ha=-345.228286 e_homo_ev=-8.57 charge=0 gap_ev=9.42 relative_energy_ev=2.710 lumo_energy_ev=0.85
C -1.993 1.916 1.903 2.0 2.1 -2.1 -0.657
C -1.138 0.821 1.402 3.0 -0.7 -1.3 0.096
C -1.346 -0.530 1.316 0.8 0.6 1.4 -0.110
N -0.083 -1.164 1.435 1.6 0.3 -1.9 -0.570
C 0.869 -0.122 1.200 -2.3 0.6 1.1 0.179
N 0.312 1.110 1.254 -1.3 -3.5 0.0 -0.465
H -1.237 2.641 2.217 -0.1 0.3 -0.2 0.241
H -2.352 1.622 2.788 -2.1 -1.2 3.3 0.214
H -2.734 2.503 1.358 0.1 -0.7 -0.6 0.225
H -2.317 -0.983 1.405 0.2 -0.6 0.1 0.218
H 0.229 -2.192 1.395 -1.3 2.4 -0.2 0.428
H 1.921 -0.391 1.040 -0.6 0.4 0.3 0.200
C 1.583 -1.171 -2.000 4.8 -0.2 -1.9 -0.627
C 0.794 -0.076 -2.638 -0.4 -0.9 -0.3 -0.616
H 0.916 -2.002 -2.043 0.5 -1.2 0.8 0.214
H 2.695 -1.395 -2.501 -3.1 -0.2 -0.9 0.189
H 2.308 -1.021 -1.220 -1.5 0.6 2.2 0.218
H 0.210 -0.643 -3.383 0.1 1.0 -0.3 0.200
H 1.259 0.809 -3.007 0.7 0.3 -0.6 0.212
H 0.105 0.270 -1.919 -1.2 0.5 0.9 0.211

Entry 2:
12
Properties=species:S:1:pos:R:3:forces:R:3:nbo_charge:R:1 method="wB97M-V/def2-TZVPD" e_tot_ha=-323.140349 e_homo_ev=-3.82 charge=-1 gap_ev=7.92 relative_energy_ev=2.120 lumo_energy_ev=4.10
C -1.319 -0.227 0.771 1.3 0.8 2.2 -0.620
C 0.217 -0.719 0.532 -1.7 -0.4 3.1 -0.208
N 0.978 0.433 0.073 -1.3 1.3 -2.8 -0.717
C 1.268 0.545 -1.415 1.3 0.7 -1.8 0.829
O 0.663 -0.146 -2.296 0.9 0.5 2.0 -0.790
O 2.055 1.534 -1.574 -1.0 -1.4 -0.4 -0.794
H -2.068 -1.003 0.915 0.1 -0.2 0.2 0.188
H -1.461 0.616 1.627 0.8 -2.2 -1.4 0.178
H -1.599 0.357 -0.055 -0.4 0.4 -1.7 0.202
H 0.674 -0.914 1.623 -1.1 0.0 -2.1 0.154
H 0.236 -1.785 0.024 0.2 2.6 0.2 0.203
H 0.355 1.310 -0.224 0.8 -2.1 2.5 0.375

Entry 3:
102
Properties=species:S:1:pos:R:3:forces:R:3:lowdin_charge:R:1 method="wB97M-V/def2-TZVPD" e_tot_ha=-5107.660541 e_homo_ev=-3.89 charge=-1 gap_ev=4.45 lumo_energy_ev=0.56
N 2.167 -4.414 -0.169 -0.4 1.5 0.5 -0.415
P 1.646 -3.359 -1.300 1.2 -2.9 0.7 0.440
P 1.246 -1.340 -0.450 -0.3 0.6 2.6 -0.142
S 3.168 -0.639 -1.214 3.1 -0.3 0.9 0.164
C -0.436 -1.928 0.239 -0.9 -0.5 1.4 -0.453
C -1.612 -0.787 0.278 -0.7 -1.0 0.7 -0.244
C -3.015 -1.544 -0.182 -0.2 -0.1 0.4 -0.237
C -3.470 -1.228 -1.725 0.8 -0.5 0.9 -0.244
S -5.252 -1.878 -1.905 -4.7 4.9 -2.1 0.508
O -6.186 -1.332 -0.793 3.7 -2.7 -3.2 -0.440
O -5.731 -1.393 -3.315 2.0 -2.4 4.8 -0.439
Cl -5.305 -4.004 -1.839 0.4 1.4 0.0 0.293
P 0.371 -0.771 -2.411 0.2 0.7 -0.9 0.137
S 1.823 -0.719 -3.714 -1.1 -0.2 -1.7 0.023
H 2.216 -3.907 0.753 0.0 -0.6 -1.1 -0.080
H 0.436 -3.954 -1.870 0.7 0.6 -0.4 -0.039
H 2.668 -3.315 -2.323 -1.1 0.0 0.0 -0.057
H 1.050 0.021 0.068 -0.1 0.0 -0.2 -0.048
H 1.961 -1.679 0.777 -0.3 -0.4 -0.4 -0.049
H 3.992 -1.804 -1.239 -1.2 1.3 0.2 -0.139
H -0.738 -2.920 -0.323 0.1 2.1 1.1 0.046
H -0.250 -2.250 1.373 -0.3 0.6 -2.4 0.095
H -1.789 -0.439 1.406 0.5 -0.8 -2.5 0.117
H -1.381 0.191 -0.324 -0.4 -2.0 0.9 0.077
H -3.853 -1.229 0.583 1.4 -0.5 -1.9 0.111
H -2.893 -2.725 -0.058 -0.2 2.7 -0.3 0.117
H -3.501 -0.083 -1.986 -0.4 -2.3 0.5 0.137
H -2.850 -1.781 -2.550 -1.3 0.9 1.7 0.097
H -0.674 -1.721 -2.722 0.1 0.8 0.1 -0.062
H -0.132 0.581 -2.215 -0.5 -0.9 -0.2 -0.051
C -7.940 3.937 3.236 0.2 0.2 0.3 -0.057
O -8.497 3.183 2.162 0.5 -0.4 -0.6 -0.015
C -7.578 2.647 1.320 0.4 -0.2 -0.4 -0.561
O -6.366 2.760 1.415 -1.7 -0.1 0.0 0.106
O -8.241 1.962 0.354 0.3 0.9 1.1 -0.008
C -7.394 1.339 -0.610 0.4 -0.4 -0.4 -0.054
H -8.764 4.319 3.845 0.0 -0.2 -0.3 0.091
H -7.310 3.302 3.868 0.0 0.2 -0.2 0.095
H -7.370 4.791 2.854 0.0 -0.3 0.1 0.098
H -6.743 0.600 -0.132 -0.2 0.4 -0.1 0.066
H -6.803 2.089 -1.146 0.0 -0.1 0.2 0.102
H -8.030 0.821 -1.333 -0.1 0.2 0.3 0.099
C 10.131 -2.871 -1.948 0.1 -0.3 0.2 -0.059
O 9.575 -1.709 -2.561 -0.6 0.3 0.2 -0.017
C 8.432 -1.264 -1.980 -0.6 0.0 0.5 -0.561
O 7.875 -1.765 -1.016 1.0 0.7 -1.4 0.112
O 8.017 -0.164 -2.658 0.8 -1.1 0.4 -0.015
C 6.816 0.417 -2.154 -0.7 0.3 0.2 -0.047
H 11.040 -3.138 -2.493 -0.2 0.3 -0.1 0.089
H 10.400 -2.666 -0.907 -0.2 -0.1 -0.1 0.096
H 9.432 -3.712 -2.011 0.1 0.2 0.2 0.099
H 6.953 0.753 -1.121 -0.1 -0.2 -0.1 0.100
H 5.985 -0.292 -2.224 0.2 0.1 0.2 0.064
H 6.577 1.288 -2.770 0.3 -0.3 0.0 0.096
C -1.957 0.583 -9.636 -0.4 0.1 0.0 -0.060
O -0.659 -0.005 -9.580 0.5 0.1 0.6 -0.017
C 0.033 0.278 -8.447 0.2 0.2 0.7 -0.561
O -0.360 0.967 -7.519 0.5 -1.0 -1.5 0.109
O 1.239 -0.339 -8.526 -1.3 0.5 -0.4 -0.017
C 2.081 -0.129 -7.394 0.4 0.0 0.7 -0.066
H -2.419 0.292 -10.583 0.3 -0.1 0.1 0.090
H -2.584 0.214 -8.819 0.2 0.2 0.0 0.098
H -1.887 1.676 -9.609 0.0 -0.2 0.2 0.096
H 1.615 -0.527 -6.487 0.1 0.3 -0.1 0.020
H 2.312 0.935 -7.278 -0.2 -0.2 0.1 0.099
H 3.017 -0.667 -7.565 -0.3 0.0 -0.2 0.094
C 6.219 5.069 -0.762 0.3 0.2 0.1 -0.057
O 5.127 4.247 -1.171 -0.8 0.2 0.3 -0.013
C 3.935 4.589 -0.621 -0.4 0.0 0.2 -0.558
O 3.742 5.506 0.162 0.3 -1.2 -1.0 0.100
O 2.993 3.733 -1.093 1.0 0.8 0.3 -0.008
C 1.679 3.974 -0.595 -0.5 0.0 0.2 -0.048
H 7.121 4.707 -1.263 -0.3 -0.1 0.0 0.091
H 6.053 6.109 -1.062 0.0 -0.1 0.2 0.095
H 6.372 4.996 0.319 -0.1 0.1 -0.2 0.097
H 1.331 4.970 -0.888 0.1 -0.1 0.2 0.096
H 1.651 3.857 0.494 0.0 0.2 -0.2 0.100
H 1.008 3.232 -1.037 0.4 0.0 0.0 0.088
C -1.269 -4.090 4.997 0.3 -0.5 0.1 -0.039
O -1.825 -2.928 4.384 -1.1 0.5 0.3 -0.026
C -2.968 -2.483 4.965 -0.3 -0.4 -0.1 -0.613
O -3.525 -2.984 5.929 0.7 0.7 -1.3 0.102
O -3.383 -1.383 4.288 0.5 -0.9 0.4 -0.018
C -4.584 -0.802 4.792 -0.5 0.3 0.1 -0.042
H -0.360 -4.357 4.452 -0.2 0.3 -0.1 0.103
H -1.000 -3.885 6.038 -0.2 -0.1 -0.1 0.089
H -1.968 -4.931 4.935 0.1 0.2 0.2 0.102
H -4.447 -0.466 5.824 -0.1 -0.2 -0.1 0.093
H -5.415 -1.512 4.721 0.2 0.1 0.2 0.100
H -4.823 0.069 4.176 0.3 -0.2 0.0 0.097
C -1.301 -0.980 6.681 -0.3 -0.1 -0.2 -0.042
O -0.095 -0.671 7.377 0.6 1.0 0.0 0.007
C 0.332 0.607 7.214 -0.3 0.3 -0.4 -0.554
O -0.218 1.467 6.544 0.8 -1.2 1.0 0.113
O 1.478 0.761 7.924 -0.8 -0.3 -0.4 -0.012
C 2.046 2.067 7.845 0.2 0.4 0.0 -0.055
H -1.549 -2.025 6.883 0.3 0.4 0.3 0.080
H -2.125 -0.355 7.040 0.2 0.0 -0.1 0.110
H -1.165 -0.861 5.601 0.0 0.2 0.3 0.107
H 1.356 2.814 8.250 0.1 -0.1 -0.2 0.096
H 2.316 2.308 6.812 -0.2 0.0 0.2 0.101
H 2.957 2.077 8.450 -0.2 -0.3 -0.1 0.092

Entry 4:
11
Properties=species:S:1:pos:R:3:forces:R:3:nbo_charge:R:1 method="wB97M-V/def2-TZVPD" e_tot_ha=-3251.330916 e_homo_ev=-9.76 charge=0 gap_ev=10.20 relative_energy_ev=1.030 lumo_energy_ev=0.44
C -0.017 -1.065 -1.418 -0.9 0.2 -0.9 -0.406
C 0.206 -0.601 -0.215 2.0 -0.5 0.1 -0.042
Br 2.097 -0.273 0.219 -0.7 -0.2 0.0 0.002
C -0.662 -0.358 0.917 -1.8 3.3 1.8 -0.474
Cl -2.327 -0.810 0.593 -1.1 -1.0 -0.3 -0.047
H -0.971 -1.232 -1.914 -0.2 -0.1 0.8 0.229
H 0.786 -1.190 -2.093 0.9 -0.1 -0.4 0.215
H -0.908 0.784 1.024 1.6 -1.9 0.1 0.267
H -0.400 -0.742 1.932 0.3 0.1 -1.2 0.255
F 0.857 2.595 0.907 1.9 1.4 -3.5 -0.570
H 1.340 2.891 0.049 -2.0 -1.3 3.6 0.572

Entry 5:
11
Properties=species:S:1:pos:R:3:forces:R:3:nbo_charge:R:1 method="wB97M-V/def2-TZVPD" e_tot_ha=-495.566040 e_homo_ev=-13.80 charge=+1 gap_ev=9.67 relative_energy_ev=0.371 lumo_energy_ev=-4.13
N 0.406 0.078 2.121 -0.4 -0.4 0.9 -0.874
H 0.516 0.496 3.066 0.0 0.0 -0.9 0.466
H -0.439 -0.482 2.083 -0.3 -0.2 0.4 0.448
H 0.311 0.694 1.316 0.4 0.9 -0.4 0.465
H 1.162 -0.554 1.901 0.6 -0.2 0.1 0.452
C -1.093 -0.607 -0.521 -0.2 0.2 1.6 -0.752
S 0.327 0.376 -1.111 0.1 -0.7 0.3 -0.027
H -1.702 0.051 0.145 0.2 -0.3 -0.8 0.214
H -1.718 -0.994 -1.294 -0.3 0.0 -0.7 0.256
H -0.825 -1.467 0.121 0.2 0.3 -0.5 0.203
H 1.182 -0.670 -1.276 -0.3 0.4 0.0 0.149

Entry 6:
88
Properties=species:S:1:pos:R:3:forces:R:3:lowdin_spin:R:1 method="wB97M-V/def2-TZVPD" s2=0.754 e_tot_ha=-3836.617681 e_homo_ev="-6.13 / -6.20" charge=0 gap_ev="6.45 / 6.53" relative_energy_ev=0.323 spin_multiplicity=2 lumo_energy_ev="0.33 / 0.33"
Cu -4.362 -1.300 -4.048 -1.4 0.8 0.3 0.007
C 3.080 -1.934 -1.255 0.0 0.2 -0.8 0.000
C 2.447 -2.633 -2.210 1.0 -0.2 0.1 0.000
C 1.998 -4.076 -2.131 -0.7 -0.3 -0.7 0.000
C 0.705 -4.322 -1.333 -0.6 0.5 0.3 0.000
C 0.730 -4.161 0.167 0.1 -0.4 0.3 0.000
C 1.822 -3.966 0.907 -1.4 -0.7 0.5 0.000
C 3.218 -3.832 0.475 1.1 0.7 0.3 0.000
C 3.573 -2.390 0.100 -0.4 -0.1 -0.8 0.000
C -4.640 0.603 -3.673 0.6 -0.1 0.8 0.028
H 3.363 -0.906 -1.524 -0.1 -0.3 0.2 0.000
H 2.380 -2.250 -3.253 -0.2 0.3 1.1 0.000
H 2.793 -4.782 -1.871 -0.3 0.2 -0.2 0.000
H 1.711 -4.307 -3.164 0.1 -0.3 0.1 0.000
H -0.033 -3.563 -1.663 0.1 -0.4 -0.2 0.000
H 0.274 -5.315 -1.570 0.2 0.4 0.0 0.000
H -0.254 -4.278 0.677 0.8 0.2 -0.4 0.000
H 1.707 -3.949 1.995 -0.2 0.2 -0.3 0.000
H 3.550 -4.510 -0.320 0.0 0.2 0.7 0.000
H 3.815 -3.966 1.378 0.2 -0.6 -0.2 0.000
H 3.192 -1.691 0.852 0.2 -0.1 0.1 0.000
H 4.666 -2.363 0.098 0.0 0.5 0.0 0.000
H -3.846 0.987 -2.989 -1.1 0.0 -0.5 0.003
H -5.554 0.256 -3.166 -0.1 1.1 0.4 0.001
H -4.853 1.285 -4.501 0.0 -0.2 0.2 0.003
P -3.537 -1.881 -5.893 0.6 0.4 0.4 0.000
P -5.490 -3.318 -3.931 -0.5 -1.6 -0.1 0.001
C -3.220 -3.616 -5.495 -0.1 -0.5 0.4 0.001
C -4.246 -4.283 -4.894 0.6 0.1 -0.7 0.001
C -4.111 -1.844 -7.619 1.1 -0.5 0.5 0.000
C -3.661 -2.985 -8.311 -0.4 0.5 -0.2 0.000
C -3.933 -3.073 -9.663 -0.2 0.1 0.2 0.000
C -4.640 -2.035 -10.275 0.2 0.1 -0.1 0.000
C -5.055 -0.890 -9.586 0.0 -0.1 0.5 0.000
C -4.805 -0.768 -8.221 0.7 -1.0 0.6 0.000
C -1.874 -1.142 -5.734 0.7 -1.4 -0.3 0.001
C -1.205 -1.295 -4.498 -0.2 0.8 0.3 0.006
C 0.079 -0.782 -4.311 0.0 -0.4 -0.5 0.001
C 0.801 -0.315 -5.408 -0.5 -0.4 -0.5 0.000
C 0.197 -0.379 -6.673 0.4 -0.1 -0.4 0.001
C -1.126 -0.777 -6.852 -0.1 0.1 0.7 0.000
C -6.905 -4.296 -4.714 -0.9 -0.1 -0.4 0.000
C -7.052 -4.247 -6.124 0.1 0.0 0.3 0.000
C -7.941 -5.091 -6.797 0.1 0.2 0.3 0.000
C -8.729 -5.992 -6.082 0.2 0.1 0.6 0.000
C -8.642 -6.038 -4.691 0.4 0.5 0.4 0.000
C -7.757 -5.174 -4.007 0.2 0.1 -0.1 0.000
C -5.386 -4.232 -2.319 0.2 -0.1 0.1 0.000
C -6.109 -3.758 -1.209 0.2 -0.2 -0.4 0.000
C -6.101 -4.475 -0.013 -0.1 0.2 -0.3 0.000
C -5.371 -5.656 0.094 -0.1 0.1 -0.2 0.000
C -4.637 -6.125 -0.992 0.0 0.3 -0.1 0.000
C -4.624 -5.400 -2.188 -0.2 -0.1 0.3 0.000
H -2.213 -4.022 -5.702 -0.8 -0.4 -0.5 0.000
H -4.425 -5.378 -5.013 0.7 0.8 0.5 0.000
H -3.107 -3.782 -7.783 -0.4 0.6 -0.5 0.000
H -3.580 -3.956 -10.185 -0.2 0.2 -0.3 0.000
H -4.839 -2.106 -11.331 -0.1 0.0 -0.2 0.000
H -5.576 -0.074 -10.074 0.0 -0.2 -0.2 0.000
H -5.087 0.098 -7.599 0.1 -0.5 -0.6 0.000
H -1.659 -1.744 -3.604 -0.3 0.2 -0.6 0.005
H 0.555 -0.840 -3.335 -0.1 -0.1 -0.3 0.000
H 1.850 -0.053 -5.294 -0.2 0.2 -0.1 0.000
H 0.779 -0.244 -7.582 0.1 0.4 0.2 0.000
H -1.593 -0.915 -7.827 0.4 0.4 0.1 0.000
H -6.444 -3.544 -6.705 -0.1 -0.3 0.2 0.000
H -8.018 -5.059 -7.884 0.1 0.1 0.3 0.000
H -9.421 -6.646 -6.590 0.0 -0.1 -0.1 0.000
H -9.245 -6.739 -4.099 0.2 0.4 -0.4 0.000
H -7.713 -5.192 -2.904 0.0 -0.1 -0.7 0.000
H -6.681 -2.834 -1.308 0.1 -0.2 0.1 0.000
H -6.681 -4.103 0.827 0.1 -0.1 -0.1 0.000
H -5.382 -6.205 1.025 0.0 0.0 0.0 0.000
H -4.083 -7.057 -0.912 0.0 0.2 0.0 0.000
H -4.023 -5.762 -3.022 -0.2 0.0 0.3 0.000
C -2.617 1.638 0.040 -0.1 -0.4 -0.5 0.031
C -1.906 0.894 -1.129 1.0 0.4 -0.2 0.110
C -0.356 0.667 -1.029 -0.5 0.4 -0.2 0.007
C -2.550 -0.381 -1.449 -0.6 -1.6 0.3 0.685
H -2.867 0.981 0.880 0.2 0.0 -0.1 0.002
H -3.578 1.996 -0.373 0.4 0.1 0.4 0.000
H -2.008 2.468 0.413 -0.2 0.0 -0.2 0.003
H -2.070 1.548 -2.019 0.3 -0.1 0.4 0.033
H -0.068 -0.048 -0.233 -0.3 0.3 -0.4 0.001
H -0.045 0.271 -2.027 0.0 0.5 1.1 0.000
H 0.152 1.630 -0.826 -0.1 -0.5 -0.2 0.000
H -3.646 -0.436 -1.407 0.6 -0.2 0.0 0.030
H -1.975 -1.330 -1.595 -0.6 1.0 0.3 0.038

Entry 7:
18
Properties=species:S:1:pos:R:3:forces:R:3:nbo_charge:R:1 method="wB97M-V/def2-TZVPD" e_tot_ha=-666.671091 e_homo_ev=-2.61 charge=-1 gap_ev=6.66 relative_energy_ev=2.054 lumo_energy_ev=4.05
N 0.506 1.215 1.493 -0.2 -1.3 0.3 -0.992
C 1.657 1.276 0.568 -1.9 -2.5 -0.7 -0.066
N 2.292 -0.039 0.164 -1.8 -1.0 0.7 -0.643
C 1.531 -0.810 -0.930 -0.7 2.2 1.6 -0.222
C 0.054 -1.148 -0.541 0.1 -0.5 -0.3 -0.475
C -1.190 -0.430 -1.098 1.3 2.0 -1.2 -0.544
S -2.425 -0.125 0.125 -0.8 0.0 1.2 -0.635
H -0.497 0.718 1.140 2.6 2.4 1.0 0.434
H 0.606 2.077 2.045 -1.4 -0.8 -0.3 0.358
H 1.212 1.769 -0.253 0.4 0.4 -2.0 0.157
H 2.466 1.848 0.912 0.8 1.0 1.1 0.164
H 2.096 -0.639 1.003 0.6 0.8 -0.6 0.341
H 1.668 -0.150 -1.763 -0.5 0.2 -0.9 0.178
H 2.098 -1.674 -1.134 0.7 -1.2 -0.1 0.178
H -0.040 -0.927 0.503 0.3 -0.3 0.7 0.226
H -0.162 -2.231 -0.615 0.4 0.3 -0.1 0.193
H -0.926 0.606 -1.510 0.1 -1.3 0.2 0.168
H -1.622 -0.964 -1.922 -0.1 -0.4 -0.6 0.181